The following is a quantum chemistry calculation of a 2-piece molecular cluster, C14H16 overall, from the OMol25 dataset.

Calculated values
Net charge: -1
Multiplicity: 2
LUMO level (alpha / beta) (eV): 3.37 / 3.21
E_tot (eV): -14774.887
HOMO energy (alpha / beta) (eV): 0.87 / -3.62
Frontier orbital gap (alpha / beta) (eV): 2.501 / 6.825

Cartesian coordinates (Å):
1 C 0.921 2.774 1.252
2 C -0.950 -0.257 2.510
3 C -2.197 0.237 2.928
4 C 0.104 0.448 1.981
5 C -0.161 1.869 1.770
6 C -2.517 1.565 2.478
7 C -1.461 2.259 1.935
8 H -0.958 -1.362 2.588
9 H -2.952 -0.396 3.380
10 H 1.076 0.017 1.875
11 H -3.515 1.989 2.604
12 H 0.572 3.731 0.885
13 H 1.608 2.079 0.617
14 H -1.721 3.237 1.495
15 H 1.569 2.847 2.150
16 C 1.091 1.124 -2.336
17 C 0.515 -3.246 -1.861
18 C 1.779 -2.708 -2.173
19 C -0.447 -2.254 -1.657
20 C 2.029 -1.357 -2.412
21 C -0.224 -0.944 -1.957
22 C 1.035 -0.373 -2.270
23 H 0.224 -4.273 -1.663
24 H 2.480 -3.439 -2.604
25 H -1.395 -2.449 -1.138
26 H 3.063 -1.140 -2.716
27 H -0.869 -0.113 -1.628
28 H 2.094 1.562 -2.460
29 H 0.668 1.544 -1.437
30 H 0.580 1.469 -3.248

***

The following is a quantum chemistry calculation of one molecule with the formula C3H7ClO2Si, from the OMol25 dataset.

Calculated values
Net charge: 0
LUMO level (eV): 0.66
E_tot (eV): -27722.178
SMILES string: C[Si](C)(Cl)OC=O
HOMO energy (eV): -10.56
Frontier orbital gap (eV): 11.222

Cartesian coordinates (Å):
1 C 1.963 0.082 -1.303
2 C -1.341 0.035 -1.010
3 C -0.387 -0.618 2.032
4 O 1.501 -0.054 -0.053
5 O 1.330 0.350 -2.292
6 Si -0.112 0.298 0.371
7 Cl 0.059 2.287 0.764
8 H 3.051 -0.002 -1.517
9 H -1.146 -0.939 -1.331
10 H -2.272 0.076 -0.595
11 H -1.320 0.646 -1.996
12 H -1.173 -0.087 2.473
13 H -0.511 -1.590 1.634
14 H 0.357 -0.484 2.821

***

The following is a quantum chemistry calculation of a 2-piece molecular cluster, C3H10S overall, from the OMol25 dataset.

Calculated values
Net charge: 0
LUMO level (eV): 0.87
E_tot (eV): -14106.751
SMILES string: CC.CS
HOMO energy (eV): -9.26
Frontier orbital gap (eV): 10.135

Cartesian coordinates (Å):
1 C -1.559 -1.427 1.888
2 S -0.355 -0.095 2.438
3 H 0.859 -0.581 1.914
4 H -2.388 -0.892 1.156
5 H -1.979 -2.110 2.446
6 H -1.162 -2.009 1.028
7 C 0.595 1.386 -0.827
8 C 1.040 0.333 -1.879
9 H 1.238 1.399 0.077
10 H 0.525 2.419 -1.337
11 H -0.292 1.190 -0.305
12 H 0.556 -0.583 -1.794
13 H 2.120 0.289 -1.900
14 H 0.804 0.681 -2.905

***

The following is a quantum chemistry calculation of C5H14P4 as an isolated structure, from the OMol25 dataset.

Calculated values
Net charge: 0
LUMO level (eV): 0.52
E_tot (eV): -42562.104
HOMO energy (eV): -8.16
Frontier orbital gap (eV): 8.680

Cartesian coordinates (Å):
1 C 1.289 -0.936 -0.546
2 C 0.782 -0.412 0.822
3 C -1.513 -0.035 -0.012
4 C -0.381 0.486 0.420
5 C 1.908 0.153 1.708
6 P -2.593 1.299 -0.565
7 P -2.241 -1.614 0.573
8 P -0.202 2.199 -0.089
9 P 1.437 0.501 -1.742
10 H 0.369 -1.675 -0.946
11 H 2.178 -1.464 -0.432
12 H 0.314 -1.187 1.303
13 H 2.706 0.325 1.020
14 H 2.142 -0.573 2.514
15 H 1.662 1.086 2.074
16 H -3.900 0.713 0.044
17 H -3.098 0.887 -1.791
18 H -1.158 -2.479 0.183
19 H -2.932 -2.080 -0.587
20 H 0.989 2.309 0.546
21 H -0.796 2.656 0.982
22 H 0.603 0.041 -2.907
23 H 2.435 -0.199 -2.571

***

The following is a quantum chemistry calculation of C12H30AlO8P2 as an isolated structure, from the OMol25 dataset.

Calculated values
Net charge: +3
LUMO level (eV): -16.56
E_tot (eV): -54455.063
HOMO energy (eV): -17.91
Frontier orbital gap (eV): 1.354

Cartesian coordinates (Å):
1 Al -11.195 -0.361 -11.998
2 C -7.173 -3.328 -7.717
3 C -8.616 -3.398 -8.275
4 O -9.519 -2.755 -7.369
5 P -10.598 -1.674 -7.874
6 O -10.697 -1.292 -9.283
7 O -10.310 -0.453 -6.885
8 C -11.237 0.634 -6.755
9 C -10.639 1.679 -5.824
10 O -11.989 -2.295 -7.293
11 C -12.053 -2.948 -6.016
12 C -12.133 -4.463 -6.255
13 H -6.885 -2.279 -7.664
14 H -7.092 -3.773 -6.728
15 H -6.556 -3.835 -8.459
16 H -8.559 -2.876 -9.232
17 H -9.002 -4.408 -8.432
18 H -11.484 1.020 -7.748
19 H -12.136 0.246 -6.262
20 H -10.341 1.187 -4.899
21 H -9.866 2.293 -6.282
22 H -11.440 2.357 -5.524
23 H -11.177 -2.690 -5.421
24 H -12.951 -2.564 -5.518
25 H -13.062 -4.734 -6.753
26 H -11.319 -4.795 -6.900
27 H -12.036 -4.998 -5.309
28 C -8.481 -1.283 -18.430
29 C -9.111 -0.988 -17.056
30 O -10.454 -0.667 -17.298
31 P -11.399 0.124 -16.271
32 O -11.211 0.000 -14.811
33 O -11.330 1.613 -16.807
34 C -11.880 2.707 -16.067
35 C -11.557 4.030 -16.778
36 O -12.822 -0.473 -16.753
37 C -13.224 -0.402 -18.127
38 C -13.857 0.915 -18.590
39 H -8.863 -0.533 -19.127
40 H -7.394 -1.283 -18.459
41 H -8.883 -2.219 -18.826
42 H -8.992 -1.885 -16.429
43 H -8.518 -0.212 -16.558
44 H -12.971 2.618 -16.055
45 H -11.387 2.723 -15.095
46 H -10.482 4.137 -16.914
47 H -12.078 4.112 -17.733
48 H -11.929 4.853 -16.168
49 H -12.400 -0.702 -18.777
50 H -13.988 -1.184 -18.177
51 H -13.130 1.730 -18.596
52 H -14.321 0.848 -19.573
53 H -14.704 1.159 -17.945

***

The following is a quantum chemistry calculation of C4H8N2 as an isolated structure, from the OMol25 dataset.

Calculated values
Net charge: 0
LUMO level (eV): 0.51
E_tot (eV): -7255.563
HOMO energy (eV): -9.82
Frontier orbital gap (eV): 10.325

Cartesian coordinates (Å):
1 C 1.957 -0.001 0.331
2 N 0.604 -0.509 0.421
3 C -0.324 -0.044 -0.441
4 C -1.703 -0.657 -0.321
5 C -0.305 1.928 -0.236
6 N -1.314 2.020 0.352
7 H 2.385 -0.283 -0.636
8 H 2.561 -0.442 1.125
9 H 1.945 1.098 0.405
10 H 0.264 -0.702 1.355
11 H 0.034 0.085 -1.455
12 H -2.428 -0.093 -0.905
13 H -1.649 -1.682 -0.714
14 H -2.055 -0.700 0.714

***

Table of relative energy (zero: lowest compared OMol25 entry of this formula, charge and spin) (kcal/mol), in record order: 34.0; 14.1; 36.6; 66.6; 16.8; 53.3